6
Properties=species:S:1:pos:R:3 method="wB97M-V/def2-TZVPD" energy_ha=-997.5099 multiplicity=1 homo_ev="-7.824 / -7.823" fmax_ha_per_bohr=0.0445 orbital_gap_ev="6.40 / 6.40"
C -1.426 0.176 -0.032
H -1.804 -0.346 0.824
Cl 3.126 -0.003 -0.069
C 1.668 0.452 0.598
Cl 0.293 -0.154 -0.341
H -1.858 -0.126 -0.980